[1]
# C19H21N7

An isolated molecule of C19H21N7 at a distorted geometry (ωB97M-V with the def2-TZVPD basis set, the Open Molecules 2025 dataset).

Output
SMILES = Cc1ccc(-n2ncc3c(NCCCn4ccnc4)ncnc32)c(C)c1
Total charge = 0

Atoms and positions in Å:
C1 -7.11199 -2.32848 0.22990
C2 -5.83797 -1.54077 0.19713
C3 -5.84636 -0.19365 -0.13502
C4 -4.68902 0.56970 -0.20055
C5 -3.47353 -0.05995 0.09056
C6 -3.44811 -1.41125 0.42081
C7 -4.61698 -2.14307 0.46931
H1 -4.57852 -3.19120 0.72639
H2 -2.50185 -1.88409 0.62582
N1 -2.25467 0.63903 0.05588
C8 -1.01890 0.13068 -0.18802
N2 -0.66832 -1.12665 -0.48049
C9 0.62142 -1.27950 -0.67363
N3 1.58055 -0.36469 -0.61110
C10 1.24898 0.89312 -0.32752
N4 2.21776 1.83235 -0.31044
H3 1.97179 2.74910 0.02774
C11 3.61396 1.49748 -0.41771
H4 4.11785 2.26991 -1.00757
H5 3.66115 0.54216 -0.94431
C12 4.28098 1.36434 0.95558
H6 4.23482 2.31886 1.48504
H7 3.73514 0.61978 1.53829
C13 5.74732 0.93510 0.83666
N5 5.87575 -0.39655 0.31380
C14 5.76177 -1.55575 1.00604
N6 5.88190 -2.60276 0.24075
C15 6.07474 -2.11862 -1.01320
C16 6.07146 -0.75443 -0.99133
H8 6.20089 -0.02773 -1.76703
H9 6.20483 -2.77970 -1.84602
H10 5.60334 -1.58628 2.06595
H11 6.21547 0.96692 1.82552
H12 6.28348 1.62305 0.17627
C17 -0.10633 1.20951 -0.09409
C18 -0.92012 2.31841 0.22381
N7 -2.17505 1.95915 0.30552
H13 -0.64273 3.34099 0.39107
H14 0.95358 -2.28207 -0.90861
C19 -4.77917 2.01336 -0.58425
H15 -4.57013 2.64712 0.27494
H16 -4.04610 2.25661 -1.35049
H17 -5.77363 2.24240 -0.95985
H18 -6.79091 0.28325 -0.35767
H19 -7.94960 -1.70105 0.52585
H20 -7.03310 -3.16391 0.92140
H21 -7.32588 -2.73025 -0.76117


[2]
# C31H26BrClN4Sn

A structure of composition C31H26BrClN4Sn (ωB97M-V with the def2-TZVPD basis set, the Open Molecules 2025 dataset).

Output
Total charge = +2

Atoms and positions in Å:
Sn1 -0.62045 -1.45225 0.45527
Br1 -5.27284 2.92702 -3.87289
C1 -4.62243 1.73717 -2.57240
C2 -5.48475 0.81630 -1.98849
C3 -5.00908 -0.06278 -1.03327
C4 -3.66799 -0.02396 -0.65434
C5 -2.81288 0.89372 -1.25635
C6 -3.28531 1.77907 -2.20855
N1 -3.09160 -0.87803 0.32102
C7 -3.79056 -1.57022 1.12322
C8 -3.13968 -2.42848 2.12148
C9 -3.89624 -3.13007 3.04474
C10 -3.25170 -3.90248 4.00160
C11 -1.86969 -3.94851 4.00451
C12 -1.17851 -3.22991 3.04321
N2 -1.79431 -2.48853 2.12176
H1 -6.52315 0.78375 -2.28601
H2 -5.69561 -0.78428 -0.61243
H3 -1.77353 0.93078 -0.95339
H4 -2.62528 2.50111 -2.66879
H5 -4.87904 -1.55078 1.14486
H6 -4.97499 -3.06306 3.01488
H7 -3.82424 -4.45609 4.73308
H8 -1.32443 -4.53063 4.73297
H9 -0.09636 -3.24317 3.00602
C13 2.49796 -2.35080 1.39358
N3 1.37642 -1.45398 1.62874
C14 1.46766 -0.50645 2.50283
C15 0.41794 0.44556 2.58248
C16 0.18768 1.51761 3.43289
C17 -1.04238 2.06643 3.04735
C18 -1.50628 1.30596 1.98598
N4 -0.62299 0.32198 1.67600
C19 3.61460 -1.71919 0.58050
C20 4.71472 -2.50587 0.24853
C21 5.75398 -1.98585 -0.50340
C22 5.71262 -0.66609 -0.93546
C23 4.62891 0.12693 -0.59995
C24 3.58293 -0.39680 0.15287
H10 2.11778 -3.21421 0.84114
H11 2.89289 -2.73162 2.34084
H12 2.34214 -0.40701 3.14667
H13 0.82959 1.84705 4.23395
H14 -1.54216 2.91334 3.48664
H15 -2.41961 1.43332 1.42790
H16 4.75979 -3.53566 0.58347
H17 6.60412 -2.60861 -0.74694
H18 6.53162 -0.25924 -1.51274
H19 4.60750 1.16720 -0.90239
H20 2.76528 0.24916 0.45088
Cl1 2.42238 5.19654 -5.83820
C25 2.09260 4.04673 -4.65346
C26 1.68360 4.48936 -3.37542
C27 1.41366 3.56147 -2.42014
C28 1.53912 2.15798 -2.70834
C29 1.25426 1.22964 -1.76176
C30 1.96686 1.75239 -4.02010
C31 2.23825 2.67982 -4.97611
H21 1.59874 5.54998 -3.18775
H22 1.10251 3.86606 -1.42849
H23 0.93608 1.52136 -0.76561
H24 1.34808 0.16974 -1.96848
H25 2.07337 0.69568 -4.23100
H26 2.56248 2.40439 -5.96923


[3]
# C11H15N3O4S

An isolated molecule of C11H15N3O4S (ωB97M-V with the def2-TZVPD basis set, the Open Molecules 2025 dataset).

Output
SMILES = CN(Cc1cccs1)C(=O)COC(=O)CNC(N)=O
Total charge = 0

Atoms and positions in Å:
C1 -1.57476 -1.96509 1.22735
N1 -0.94786 -1.36404 0.07362
C2 0.29610 -0.85247 0.08450
O1 0.79282 -0.28468 -0.87202
C3 1.09306 -1.03943 1.38312
H1 1.41520 -2.07586 1.49827
H2 0.49797 -0.71942 2.24508
O2 2.26999 -0.26292 1.29240
C4 2.08157 1.06451 1.35592
O3 1.06078 1.57373 1.73766
C5 3.27137 1.79729 0.76366
N2 3.29007 1.46461 -0.64424
C6 4.11455 0.44430 -1.06998
O4 5.14996 0.15493 -0.51253
N3 3.70559 -0.11975 -2.24890
H3 2.71792 -0.14299 -2.44405
H4 4.23918 -0.91703 -2.55410
H5 2.38505 1.50757 -1.09441
H6 3.15587 2.87371 0.90720
H7 4.21236 1.44263 1.19164
C7 -1.80993 -1.07717 -1.06668
C8 -2.81878 -0.02959 -0.72958
C9 -4.16208 -0.17168 -0.55893
C10 -4.80078 1.03571 -0.19921
C11 -3.92896 2.06975 -0.09208
S1 -2.31218 1.60110 -0.43336
H8 -4.13529 3.08863 0.16871
H9 -5.85822 1.12364 -0.02692
H10 -4.68328 -1.10287 -0.69613
H11 -2.31405 -1.99804 -1.37484
H12 -1.15599 -0.73493 -1.87321
H13 -2.49422 -2.44953 0.90483
H14 -1.82913 -1.21798 1.98422
H15 -0.92388 -2.71666 1.67300


Highest occupied orbital energy values (in eV) by entry order: -8.16 -13.15 -9.10.
Frontier orbital gap values (in eV) by entry order: 8.6929 4.9746 9.6411.
Electronic energy values (in hartree) by entry order: -1119.93865 -4663.90079 -1291.63653.